Density functional theory data (ωB97M-V/def2-TZVPD) for a structure of composition C12H17BN6OZn at a distorted geometry.

Each line ends with the Löwdin charge.
Cartesian coordinates (Å):
H  -2.17  2.42  1.38  0.0796
H  4.26  -0.98  -0.51  0.1452
C  -0.42  2.23  -1.13  -0.0932
C  0.24  2.53  -2.33  0.0147
C  3.66  -0.81  1.64  0.0082
N  0.88  0.54  -1.62  0.0116
H  -3.98  0.68  2.00  0.0521
C  -3.44  -0.13  1.49  -0.0183
N  2.22  -0.83  -0.06  0.0186
Zn  -0.41  0.01  0.96  0.8289
H  1.99  -0.63  3.14  0.1221
C  -0.21  1.85  2.01  -0.1219
C  3.53  -0.90  0.26  -0.0010
C  1.06  1.43  -2.60  0.0199
H  1.73  1.21  -3.41  0.1495
H  4.58  -0.83  2.21  0.1243
H  2.24  -1.17  -2.32  0.1363
H  -1.87  -4.15  -2.20  0.1129
N  1.50  -0.57  1.10  -0.0323
C  -1.31  2.85  1.91  0.0326
C  2.35  -0.66  2.14  -0.0798
N  -0.01  1.04  -0.70  -0.0263
H  -1.63  3.16  2.91  0.1479
H  -2.76  0.30  0.72  -0.0120
B  1.49  -0.87  -1.43  -0.4593
O  0.85  1.97  2.57  0.2890
C  -1.31  -3.36  -1.74  -0.0024
H  -2.35  -2.89  0.21  0.1139
H  -4.13  -0.80  0.96  0.0592
C  -1.58  -2.69  -0.52  -0.0894
C  -0.15  -2.75  -2.23  -0.0185
N  -0.68  -1.71  -0.33  -0.0211
H  0.39  -2.90  -3.15  0.1398
H  0.12  3.42  -2.92  0.1197
H  -2.84  -0.70  2.20  0.0310
H  -1.17  2.78  -0.57  0.1007
H  -0.93  3.71  1.34  0.1401
N  0.25  -1.82  -1.35  -0.0223

Calculated values
Frontier orbital gap (alpha / beta): 3.19 / 3.15 eV
HOMO (alpha / beta): -15.36 / -15.28 eV
Net charge: +2
E_tot: -72783.835 eV